Computed, not measured: a molecular structure, C17H19AgClN2O2, with wB97M-V/def2-TZVPD.

## Properties
LUMO energy ... 2.99 eV
F_max ... 0.5 eV/Å
E ... -41536.967 eV
Orbital gap ... 7.4 eV
Total charge ... -1

Cartesian coordinates (Å):
Ag  0.697  0.471  -1.992
C  -1.987  1.978  -0.203
C  -2.250  0.577  -0.766
C  -2.242  -0.494  0.289
C  -3.447  -0.972  0.776
C  -3.495  -1.954  1.755
C  -2.305  -2.476  2.225
C  -1.071  -2.031  1.760
C  0.155  -2.748  2.286
C  0.520  -2.316  3.711
C  -1.021  -0.997  0.798
N  0.160  -0.524  0.242
C  1.203  -0.228  0.943
C  2.469  0.084  0.391
C  3.691  0.224  1.079
C  4.660  0.419  0.104
C  3.981  0.386  -1.128
N  2.675  0.188  -0.962
H  -1.922  2.700  -1.018
H  -1.045  2.004  0.344
H  -2.795  2.275  0.470
H  -1.472  0.367  -1.510
H  -3.216  0.569  -1.275
H  -4.373  -0.571  0.376
H  -4.445  -2.325  2.120
H  -2.324  -3.277  2.958
H  1.001  -2.590  1.622
H  -0.053  -3.821  2.296
H  0.726  -1.246  3.755
H  1.402  -2.856  4.065
H  -0.303  -2.528  4.394
H  1.145  -0.195  2.036
H  3.835  0.179  2.150
H  5.721  0.561  0.244
H  4.404  0.529  -2.113
Cl  -0.111  2.760  -6.632
C  0.181  3.419  -5.004
C  0.233  2.366  -3.876
O  0.522  2.846  -2.760
O  -0.014  1.169  -4.140
H  -0.616  4.124  -4.786
H  1.126  3.953  -5.026

---

Computed, not measured: 2 unconnected molecules or ions with the total composition C4H8Cl2N in a non-equilibrium geometry, with wB97M-V/def2-TZVPD.

## Properties
LUMO energy ... -5.56 eV
F_max ... 4.1 eV/Å
E ... -30798.906 eV
Orbital gap ... 7.3 eV
Total charge ... +1

Cartesian coordinates (Å):
C  -0.477  1.043  -0.455
C  -2.530  0.151  -0.038
C  1.457  0.023  -1.120
C  0.700  -0.370  1.217
N  0.360  -0.109  -0.179
Cl  -3.824  1.089  0.237
Cl  -2.667  -1.462  -0.141
H  -0.624  1.718  0.403
H  2.031  1.064  -1.100
H  2.207  -0.669  -1.027
H  0.996  -0.169  -2.122
H  1.552  -1.177  1.211
H  1.271  0.528  1.709
H  -0.222  -0.742  1.857
H  -0.230  -0.918  -0.451

---

Computed, not measured: 2 unconnected molecules or ions with the total composition C6H12NO3S in a non-equilibrium geometry, with wB97M-V/def2-TZVPD.

## Properties
LUMO energy (alpha / beta) ... 3.42 / 3.41 eV
F_max ... 5.3 eV/Å
E ... -24879.753 eV
Orbital gap (alpha / beta) ... 6.7 / 6.6 eV
Total charge ... -1

Cartesian coordinates (Å):
C  0.451  -0.196  0.728
C  1.462  0.528  -0.068
C  -2.635  1.825  1.471
C  2.467  -2.132  -1.383
C  -0.535  0.565  1.598
C  -1.728  0.960  0.693
N  2.073  -0.861  -1.974
O  -0.247  -2.075  -2.368
O  0.092  0.225  -3.080
O  1.798  0.012  1.167
S  0.711  -1.079  -2.905
H  0.089  -1.138  0.628
H  1.366  1.538  -0.339
H  -2.170  2.902  1.603
H  -2.889  1.297  2.504
H  -3.682  1.994  0.957
H  3.332  -2.576  -1.991
H  2.898  -1.935  -0.471
H  1.582  -2.784  -1.171
H  -0.830  0.006  2.371
H  -0.115  1.522  1.869
H  -1.204  1.415  -0.210
H  -2.286  -0.015  0.370

---

Computed, not measured: a molecular structure, C26H34Br2NO6RhSi in a non-equilibrium geometry, with wB97M-V/def2-TZVPD.

## Properties
LUMO energy (alpha / beta) ... -0.20 / -2.80 eV
F_max ... 1.1 eV/Å
E ... -192260.365 eV
Orbital gap (alpha / beta) ... 9.0 / 6.4 eV
Spin multiplicity ... 5

Cartesian coordinates (Å):
Rh  -0.085  0.222  -0.370
O  0.609  3.488  2.059
C  0.467  2.384  1.600
O  -0.217  2.090  0.511
C  1.055  1.155  2.269
C  1.808  1.107  3.429
C  2.221  -0.143  3.880
C  1.873  -1.301  3.189
C  1.118  -1.159  2.039
N  0.755  0.041  1.632
C  0.606  -2.260  1.128
O  0.859  -3.421  1.329
O  -0.128  -1.803  0.130
H  2.051  2.024  3.946
H  2.814  -0.217  4.781
H  2.169  -2.287  3.516
Br  1.766  -4.431  -5.981
C  2.035  -3.019  -4.748
C  2.965  -2.031  -5.039
C  3.130  -0.984  -4.150
C  2.375  -0.920  -2.981
C  1.472  -1.937  -2.694
C  1.296  -2.992  -3.578
C  2.581  0.268  -2.083
O  3.436  1.093  -2.317
O  1.827  0.338  -1.000
H  3.542  -2.080  -5.952
H  3.840  -0.193  -4.348
H  0.901  -1.931  -1.774
H  0.595  -3.785  -3.354
C  0.222  0.323  -5.782
C  -0.705  1.480  -5.387
C  -1.079  2.249  -6.669
C  0.117  2.406  -4.476
Si  -2.299  0.839  -4.558
Br  -1.645  0.370  -2.317
C  -3.655  2.157  -4.259
C  -4.608  1.831  -3.098
C  -3.038  3.526  -3.935
C  -4.495  2.292  -5.544
C  -2.915  -0.870  -5.151
C  -3.050  -0.828  -6.687
C  -4.291  -1.215  -4.563
C  -1.972  -2.025  -4.778
H  1.138  0.744  -6.206
H  -0.210  -0.335  -6.536
H  0.512  -0.279  -4.918
H  -0.157  2.546  -7.176
H  -1.644  3.158  -6.466
H  -1.653  1.640  -7.371
H  0.996  2.740  -5.035
H  0.481  1.887  -3.589
H  -0.423  3.293  -4.153
H  -4.093  1.842  -2.138
H  -5.114  0.875  -3.201
H  -5.377  2.608  -3.065
H  -2.408  3.489  -3.044
H  -3.849  4.231  -3.733
H  -2.452  3.935  -4.757
H  -5.074  1.392  -5.753
H  -3.893  2.522  -6.425
H  -5.207  3.112  -5.413
H  -3.714  -0.033  -7.032
H  -3.474  -1.777  -7.027
H  -2.089  -0.707  -7.185
H  -5.074  -0.534  -4.898
H  -4.280  -1.226  -3.472
H  -4.568  -2.218  -4.899
H  -0.975  -1.930  -5.204
H  -2.405  -2.954  -5.161
H  -1.869  -2.134  -3.698